Molecular formula: H22O11
Method: DFT, ωB97M-V with the def2-TZVPD basis set

```
33
H22O11, DFT ωB97M-V with the def2-TZVPD basis set
H 3.28 2.79 -0.72
O 2.21 -3.32 2.13
O -0.17 4.92 -0.10
H -0.71 -1.84 -2.68
H -2.66 1.00 -2.33
O 3.11 -1.06 -0.46
H -1.23 0.74 -1.89
H -0.07 2.31 3.75
H -3.16 -3.18 1.45
H 1.95 -0.44 -2.36
H 2.62 1.45 -0.42
H 0.42 0.17 -0.50
O -1.03 -2.21 -1.84
O 3.46 1.91 -0.36
H -0.35 1.44 4.97
O -0.28 1.40 4.00
H 2.73 -2.65 1.67
O -4.03 0.22 -0.04
H -3.82 -0.63 0.36
O 1.41 -1.20 -2.62
O 0.46 0.30 0.45
O -1.82 1.44 -2.18
O -2.91 -2.35 1.02
H 2.87 -0.95 0.47
H 2.11 -4.03 1.48
H 0.72 4.86 -0.46
H 2.79 -0.25 -0.88
H 0.47 1.26 0.56
H -4.98 0.19 -0.17
H -0.78 -3.14 -1.88
H -3.08 -1.68 1.69
H 1.00 -1.50 -1.80
H -0.56 4.06 -0.30
```

Results
relative energy (zero: lowest compared OMol25 entry of this formula, charge and spin): 3.022 eV
structure (SMILES): O.O.O.O.O.O.O.O.O.O.O
HOMO energy: -11.3 eV

Molecular formula: H22O11
Method: DFT, ωB97M-V with the def2-TZVPD basis set

```
33
H22O11, DFT ωB97M-V with the def2-TZVPD basis set
O -0.81 1.67 3.33
H -3.01 -0.22 -2.59
H -1.45 -1.49 4.32
H -1.50 2.28 -1.01
H -1.54 1.98 3.89
H -4.20 -1.52 -0.23
H 2.02 2.86 -1.22
H 3.60 -0.42 -3.38
H 2.02 2.08 -2.59
O 3.34 -0.69 3.38
H -1.96 0.26 0.56
O -4.79 -0.86 -0.61
H 3.42 -0.23 4.20
O 1.58 -1.60 -4.76
H 0.87 -2.23 -4.76
H -1.83 3.67 -1.93
H -1.70 1.44 1.45
O -0.93 -1.09 3.62
H -4.42 -0.04 -0.29
O 1.98 -2.97 2.57
O -2.51 -0.93 -2.97
H 4.04 1.00 -3.12
H 1.38 -0.98 -4.06
H -0.96 0.69 3.43
H -1.83 -0.51 -3.51
H 2.71 -2.64 3.11
H 3.82 -0.27 2.67
H -0.37 -1.74 3.18
O 1.49 2.57 -1.97
O -2.42 0.83 1.21
O 3.81 0.21 -2.68
H 2.15 -3.89 2.39
O -2.00 2.77 -1.66
```

Results
spin multiplicity: 2
relative energy (zero: lowest compared OMol25 entry of this formula, charge and spin): 2.246 eV
HOMO energy (spin up / spin down): -13.8 / -13.8 eV
net charge: +1
⟨S²⟩: 0.76

Molecular formula: H22O19S2Zn
Method: DFT, ωB97M-V with the def2-TZVPD basis set

```
44
H22O19S2Zn, DFT ωB97M-V with the def2-TZVPD basis set
O 2.75 1.45 -0.94
H 1.18 -3.39 -1.16
H 4.10 -0.77 1.40
H 2.60 -0.94 1.41
H -2.21 -0.15 2.99
H -1.23 2.23 -3.29
O 2.32 -2.19 -3.62
H -1.97 -3.05 1.58
H 0.45 2.55 -1.09
O -0.16 0.96 -0.70
O 1.45 -0.41 0.41
H 1.49 -2.18 -0.31
O -2.95 -0.64 3.35
H -0.29 0.64 4.54
O 3.39 -1.17 1.90
H -3.36 1.28 -1.20
O -0.70 -1.17 -0.35
Zn -1.09 -0.21 -1.99
O -1.03 1.30 -3.42
S 1.66 -0.89 -3.65
O -0.12 -1.81 3.48
O -1.09 2.97 1.45
O 2.62 0.09 -3.14
O 1.08 -0.59 -4.98
H 2.26 0.88 -0.34
H -1.73 -2.18 0.36
H -0.97 1.21 -4.37
O 1.89 -2.98 -0.68
H -0.20 0.89 3.04
O -0.53 0.23 1.57
H -0.36 3.58 1.56
O -2.38 -2.74 0.77
H -3.62 -0.61 2.67
O 0.87 3.31 -1.49
H 2.65 1.03 -1.80
O -0.10 1.33 3.89
H -0.92 -2.35 3.43
H -0.21 -1.18 2.77
O -2.89 0.49 -0.96
H -2.86 0.50 0.00
H -0.70 2.11 1.55
O 0.55 -0.89 -2.73
S 0.03 -0.11 0.30
H 0.30 3.55 -2.22
```

Results
HOMO energy: -1.6 eV
net charge: -2

Molecular formula: H23O11
Method: DFT, ωB97M-V with the def2-TZVPD basis set

```
34
H23O11, DFT ωB97M-V with the def2-TZVPD basis set
O -0.31 2.15 -2.57
O 2.52 -3.60 -1.60
H 2.80 -0.99 -0.28
H -3.90 -0.17 -2.27
H 0.59 1.20 -1.02
H 1.72 1.45 3.43
H 2.91 -2.46 -0.57
H 2.45 -0.59 2.60
O 2.70 -1.68 2.49
H 2.81 -1.89 1.34
H -0.54 -1.62 0.84
H -1.19 2.17 -2.21
O -4.10 0.55 1.13
O 1.03 0.35 -0.66
H -4.20 -0.18 1.78
H 2.97 1.54 2.32
O 2.27 0.95 2.78
O -3.11 0.43 -2.52
H -2.22 4.32 -1.04
H -4.63 1.33 1.46
H 0.31 -0.32 -0.52
O 3.15 -1.76 0.08
H -1.52 4.97 0.03
H -2.45 -0.68 -1.05
H 3.43 -3.45 -2.17
O -1.32 4.48 -0.72
H -0.21 3.18 -2.60
H -2.59 -0.17 0.58
H 1.73 -3.39 -2.07
O 0.41 -1.95 1.11
H -3.44 1.35 -2.57
H 3.51 -2.08 2.98
H 0.58 -2.70 1.62
O -2.15 -0.75 -0.12
```

Results
relative energy (zero: lowest compared OMol25 entry of this formula, charge and spin): 3.890 eV
HOMO energy: -13.3 eV
net charge: +1

Molecular formula: H23O12
Method: DFT, ωB97M-V with the def2-TZVPD basis set

```
35
H23O12, DFT ωB97M-V with the def2-TZVPD basis set
O -1.74 0.45 3.49
O -0.82 1.60 1.15
H 4.41 1.82 0.80
H -1.49 -0.40 -0.27
H 2.88 -3.93 0.34
H -0.78 3.21 -1.69
O 0.64 0.00 -0.28
H 0.28 -2.06 -0.70
O -1.85 -4.45 -0.69
H -1.12 1.17 3.30
H 1.12 -3.25 -0.76
O -0.27 3.52 -0.92
O -2.36 -0.12 0.07
O -1.39 1.46 -2.33
H -0.57 0.92 -2.26
O 0.24 -2.98 -1.05
H 1.33 0.50 -0.71
H 1.37 -1.06 0.35
O 2.45 -1.36 0.55
H 2.70 -1.20 1.47
H -2.58 2.69 0.99
H 2.94 -3.17 -1.02
H -1.21 -4.69 -0.01
H -0.53 4.47 -0.87
H -3.37 2.95 -0.33
H -1.85 0.85 -1.73
H 3.91 1.05 -0.37
O 2.69 -3.99 -0.60
O -3.18 3.32 0.53
H -1.52 -0.09 2.72
O 4.03 1.95 -0.07
H -2.13 0.81 0.32
H -0.73 2.54 0.87
H 0.02 1.09 0.69
H -1.49 -3.62 -1.00
```

Results
relative energy (zero: lowest compared OMol25 entry of this formula, charge and spin): 2.653 eV
HOMO energy: -6.5 eV
net charge: -1

Molecular formula: H23O12
Method: DFT, ωB97M-V with the def2-TZVPD basis set

```
35
H23O12, DFT ωB97M-V with the def2-TZVPD basis set
H 19.29 -7.18 -18.88
O 19.69 -6.90 -19.71
O 13.60 -5.45 -14.33
H 13.93 -6.35 -14.32
H 14.37 -4.92 -14.51
H 17.76 -2.11 -12.04
H 18.56 -11.88 -17.68
H 23.01 -8.88 -11.79
O 19.62 -12.13 -13.25
H 16.32 -9.39 -10.97
O 23.10 -9.61 -11.19
H 14.80 -11.09 -14.53
O 19.23 -6.74 -8.46
H 23.90 -9.42 -10.69
H 18.64 -8.45 -14.68
H 15.07 -8.78 -17.67
H 19.49 -7.49 -7.93
H 14.42 -8.29 -18.94
H 20.37 -11.62 -12.93
O 18.89 -12.67 -18.11
O 14.18 -11.72 -14.16
H 16.29 -8.38 -12.10
O 16.14 -8.47 -11.16
H 18.49 -7.07 -8.99
H 20.63 -7.02 -19.57
H 19.22 -11.57 -13.91
H 22.55 -6.69 -16.17
H 18.66 -13.38 -17.51
O 17.70 -3.01 -12.36
H 14.32 -12.52 -14.66
H 18.16 -3.53 -11.70
O 22.03 -6.83 -15.38
O 18.08 -8.87 -15.37
H 21.30 -7.38 -15.66
O 14.22 -8.65 -18.08
```

Results
relative energy (zero: lowest compared OMol25 entry of this formula, charge and spin): 4.876 eV
HOMO energy: -3.7 eV
net charge: -1

Molecular formula: H24NO10
Method: DFT, ωB97M-V with the def2-TZVPD basis set

```
35
H24NO10, DFT ωB97M-V with the def2-TZVPD basis set
O -8.06 -9.72 -5.32
O -9.95 -11.10 -1.03
H -7.79 -9.82 -6.24
O -5.23 -11.04 -4.30
O -6.59 -14.17 -4.33
H -4.75 -11.56 -2.66
H -5.74 -13.73 -4.42
O -6.97 -12.92 -1.06
H -6.87 -15.39 -2.77
H -5.87 -10.32 -4.37
H -10.11 -13.69 -6.31
O -7.43 -15.59 -2.01
H -11.53 -13.05 -2.99
H -4.05 -12.66 -1.82
H -8.99 -11.73 -2.69
H -8.74 -12.43 -4.26
H -7.22 -13.00 -0.13
N -8.36 -11.85 -3.50
H -7.57 -12.36 -3.08
H -7.81 -8.81 -5.09
H -8.89 -12.80 -6.49
H -10.66 -12.77 -1.76
H -4.38 -10.62 -4.48
H -7.41 -14.78 -1.49
H -7.24 -9.46 -1.51
H -7.42 -8.18 -2.31
H -8.08 -10.91 -3.83
H -6.15 -12.40 -1.04
O -7.29 -9.13 -2.41
H -9.53 -11.02 -0.17
H -6.83 -14.42 -5.23
O -4.49 -11.81 -1.75
H -10.72 -10.51 -0.99
O -9.43 -13.21 -5.82
O -10.81 -13.41 -2.47
```

Results
relative energy (zero: lowest compared OMol25 entry of this formula, charge and spin): 0.449 eV
HOMO energy: -12.5 eV
net charge: +1

Molecular formula: H24NO10
Method: DFT, ωB97M-V with the def2-TZVPD basis set

```
35
H24NO10, DFT ωB97M-V with the def2-TZVPD basis set
H -2.64 2.91 -0.06
H 0.03 -1.37 0.04
H -2.50 1.28 -1.60
N 0.31 -0.45 0.17
O 2.19 -2.45 1.77
O 0.06 -2.74 -1.97
O -1.16 -3.06 1.35
O -1.73 2.85 0.07
O -1.94 0.89 -2.26
H 0.70 -0.57 1.02
H 3.02 1.42 -1.23
H -0.14 0.15 3.48
H 0.94 -0.18 -0.49
H -3.16 -0.17 1.46
H -0.56 -3.70 1.46
O 0.41 1.16 -3.70
O 3.40 0.55 -1.17
H 0.53 2.99 0.24
H 3.26 -2.44 1.96
O -2.97 -0.35 0.46
H 0.05 -2.65 -2.88
H 0.81 1.04 3.75
H -3.46 0.40 0.11
O 1.33 2.59 -0.09
H -0.38 1.05 -2.82
H -1.72 -3.10 2.06
H -0.58 0.20 0.19
H 4.26 0.74 -0.68
H -1.56 2.93 1.12
H 1.68 2.27 0.71
H 2.09 -2.67 2.61
H 0.97 1.87 -3.32
O 0.01 1.03 3.33
H -2.30 1.00 -3.16
H 0.75 -3.41 -1.94
```

Results
relative energy (zero: lowest compared OMol25 entry of this formula, charge and spin): 4.707 eV
HOMO energy: -12.8 eV
net charge: +1